(1)
ORCA calculation (ωB97M-V/def2-TZVPD) on one molecule with the formula C11H23N5O3 in a non-equilibrium geometry.

Output
Orbital gap   9.21 eV
LUMO level   0.57 eV
SMILES   [H]/N=C(/N)NCCC[C@H](NC(=O)[C@@H](N)C(C)C)C(=O)O
HOMO energy   -8.640 eV

Structure (XYZ):
```
42
C11H23N5O3 ωB97M-V/def2-TZVPD
C 2.3784 0.5602 0.5731
C 1.0952 0.0630 1.1993
C 3.0428 -0.3812 -0.4726
C 4.5323 -0.3910 -0.6885
C 2.6112 -1.9996 -0.3318
C -0.4190 1.2219 -0.3787
C -0.4660 2.6477 0.1048
C -1.7433 0.9807 -1.2470
C -1.8468 -0.5395 -1.6586
C -3.2498 -1.1041 -1.3647
C -3.5891 -0.5788 1.1946
H 3.4144 -0.3027 2.0809
H 3.0800 1.2359 2.4196
H 2.4548 1.5779 0.1300
H 2.5577 -0.0123 -1.4035
H 5.1641 0.4407 -0.6698
H 4.8863 -1.2116 0.0013
H 4.5323 -0.8312 -1.6919
H 2.9667 -2.7366 -1.1477
H 1.5073 -1.9763 -0.3596
H 2.9472 -2.5858 0.6100
H -1.0556 -0.0910 1.2121
H 0.4530 1.0993 -1.1079
H -1.7686 1.6156 -2.1219
H -2.4331 1.0835 -0.4986
H -1.8224 -0.5124 -2.7158
H -1.0757 -1.1385 -1.1355
H -3.8638 -1.0145 -2.1887
H -3.5238 -2.0930 -1.0890
H -4.7384 0.1634 -0.3595
H -4.4861 1.0381 2.1567
H -2.5960 -1.9804 2.3587
H -2.0575 -1.5389 0.5989
H 0.0370 4.2642 -0.2342
N 3.3246 0.6041 1.6530
N -0.2398 0.2776 0.5935
N -3.8512 -0.3880 -0.2163
N -3.7994 0.3046 2.1047
N -2.7055 -1.5700 1.3932
O 1.1656 -0.5732 2.2436
O -0.9420 2.9362 1.2243
O 0.1219 3.4359 -0.7704
```

(2)
ORCA calculation (ωB97M-V/def2-TZVPD) on one molecule with the formula C11H23N5O3 in a non-equilibrium geometry.

Output
Orbital gap   9.67 eV
LUMO level   0.49 eV
SMILES   [H]/N=C(\N)NCCC[C@H](N)C(=O)N[C@H](C(=O)O)C(C)C
HOMO energy   -9.177 eV

Structure (XYZ):
```
42
C11H23N5O3 ωB97M-V/def2-TZVPD
C -1.4310 -2.2094 0.0548
C 0.0112 -2.0142 -0.3510
C -2.5842 -1.7075 -0.8686
C -2.5402 -0.2784 -1.2380
C -3.0710 0.8395 -0.3374
C -1.2226 1.7339 1.0556
C 1.9517 -0.5952 -0.3128
C 2.4249 -1.0286 1.1568
C 2.4405 0.8786 -0.6051
C 1.8224 1.4185 -1.8958
C 3.9769 0.8112 -0.6581
H -0.7428 -1.7803 2.0825
H -2.3903 -2.2132 1.9443
H -1.4365 -3.3091 0.0449
H -2.5057 -2.2436 -1.8353
H -3.5570 -1.8743 -0.4018
H -1.5753 -0.0001 -1.6891
H -3.2555 -0.2365 -2.1765
H -4.0975 0.7439 -0.0034
H -3.0575 1.7747 -0.8987
H -2.1936 0.0009 1.2955
H -0.0027 3.0480 0.5073
H -0.3976 2.3551 2.8769
H -1.3100 1.0364 2.9805
H 0.0617 0.2163 -0.5369
H 2.5297 -1.1919 -1.0488
H 2.0814 1.5161 0.2396
H 2.0854 0.7231 -2.7075
H 2.2898 2.4140 -2.0762
H 0.6786 1.4995 -1.8770
H 4.4125 0.7188 0.2983
H 4.4142 1.7817 -1.0461
H 4.3668 0.0375 -1.2933
H 0.7823 -0.1889 1.8822
N -1.5862 -1.8440 1.4637
N -2.2931 0.9236 0.8645
N -0.7965 2.5356 0.1842
N -0.6007 1.5156 2.3441
N 0.5110 -0.6992 -0.4497
O 0.7473 -2.9644 -0.5948
O 3.4444 -1.4903 1.5041
O 1.6144 -0.6533 2.1222
```

(3)
ORCA calculation (ωB97M-V/def2-TZVPD) on C11H23P2Pd as an isolated structure in a non-equilibrium geometry.

Output
Orbital gap (alpha / beta)   6.17 / 5.39 eV
LUMO level (alpha / beta)   -2.29 / -6.20 eV
Net charge   +1
HOMO energy (alpha / beta)   -8.464 / -11.595 eV
Spin multiplicity   5

Structure (XYZ):
```
37
C11H23P2Pd ωB97M-V/def2-TZVPD
C -0.3530 -1.7730 -0.3777
C -0.8491 -2.0868 -1.6914
C -2.1404 -1.5144 -1.8356
C -2.4671 -0.8281 -0.6484
C -1.4001 -0.9987 0.2735
Pd 0.8101 0.6648 1.5676
P 2.8681 0.2217 0.8239
H 0.6084 -1.9910 0.0459
H -0.2649 -2.5948 -2.4373
H -2.7580 -1.6114 -2.7241
H -1.4719 -0.7911 1.3785
H -3.3896 -0.3050 -0.4149
H 3.5894 1.0836 -0.0782
H 3.3378 -0.9656 0.2460
H 3.7262 0.3258 1.9484
C -1.8430 2.6107 2.1969
C -1.5870 2.8925 0.7428
P 0.0895 2.4584 0.3271
C 0.0825 2.6757 -1.5027
C -0.1720 4.0786 -2.0640
C 1.3711 3.5144 1.0615
C 0.9380 4.9581 1.1102
H -1.8743 1.5389 2.3699
H -2.8111 3.0496 2.4677
H -1.0664 3.0613 2.8252
H -2.2215 2.3292 0.0428
H -1.6638 3.9399 0.4494
H 1.0384 2.2682 -1.8243
H -0.7131 1.9809 -1.8000
H 0.6923 4.7555 -1.9579
H -0.3590 3.9650 -3.1318
H -1.0600 4.5816 -1.6348
H 1.6024 3.1106 2.0548
H 2.2541 3.3597 0.4260
H -0.0422 5.1145 1.5908
H 1.6596 5.5270 1.6782
H 0.8990 5.4246 0.1153
```

The E_tot results, record by record, are as follows: -25370.1364; -25373.3987; -33824.8862 eV.
The energy relative to the best compared isomer or geometry (same formula, charge and spin) results, record by record, are as follows: 101.1; 25.9; 0.0 kcal per mole.